Entry 1:
Density functional theory data (ωB97M-V with the def2-TZVPD basis set) for C4H6FFeO4 as an isolated structure.

## Properties
Strongest force on any atom   5.4 eV/A
Frontier orbital gap (spin up / spin down)   5.478 / 5.080 eV
Total charge   +1
Energy   -1820.1731 Ha
Expectation value of S²   6.0074
Spin multiplicity   5

Structure (XYZ):
```
16
Properties=species:S:1:pos:R:3:forces:R:3
C -3.265 3.488 3.880 2.06 -2.48 -2.13
C -3.964 1.256 -0.676 -0.42 0.75 -0.39
Fe -4.302 3.246 5.861 -0.11 -0.24 0.35
O -3.592 0.696 0.551 0.56 0.95 3.11
H -5.029 1.058 -0.905 0.36 0.07 0.10
F -1.413 1.745 2.487 -0.36 0.27 0.00
H -3.344 0.809 -1.471 -0.22 0.15 0.41
O -2.731 3.918 4.929 -0.31 1.55 1.04
H -3.816 2.352 -0.699 0.01 -0.28 -0.11
O -4.250 2.678 3.985 -1.15 0.83 1.02
O -2.641 3.612 2.728 -0.03 1.26 0.92
C -3.712 1.591 1.885 0.93 -1.96 -4.91
H -3.647 0.774 2.610 -0.78 0.66 0.03
H -2.136 2.815 0.953 -0.11 -0.07 0.26
H -4.579 2.229 1.654 0.08 -0.61 0.90
C -2.446 2.444 1.935 -0.51 -0.85 -0.61
```
Forces are in eV/Å.

Here are the Mulliken charges for atoms 1 to 2, given in e: 1.37, -0.61


Entry 2:
Density functional theory data (ωB97M-V with the def2-TZVPD basis set) for C36H35B2CeF4N8O6S2 as an isolated structure.

## Properties
Strongest force on any atom   0.7 eV/A
Frontier orbital gap (spin up / spin down)   6.837 / 6.356 eV
Total charge   +2
Energy   -4002.7642 Ha
Expectation value of S²   0.7841
Spin multiplicity   2

Structure (XYZ):
```
94
Properties=species:S:1:pos:R:3:forces:R:3
H 2.216 1.209 -6.325 -0.01 0.01 0.01
C -0.573 -1.970 4.422 0.09 0.17 -0.11
C 3.319 -1.548 3.961 0.03 -0.06 -0.02
C 0.266 -1.113 6.478 -0.02 0.05 -0.06
H -3.399 -3.466 2.763 0.00 0.03 0.01
N -1.674 -2.998 -1.769 -0.07 -0.17 0.09
H 1.856 -4.571 -1.726 -0.02 -0.01 0.01
N 1.241 -2.311 -0.588 -0.13 0.28 0.13
H -0.009 0.607 -5.453 0.04 0.09 0.03
H -3.012 5.029 -1.185 -0.01 -0.02 -0.01
H 2.423 4.511 -3.601 -0.01 -0.03 0.00
H 0.555 -0.279 7.104 0.01 -0.01 -0.01
C -5.084 -2.303 3.431 -0.02 -0.01 0.00
C 0.536 1.439 -5.026 -0.05 0.14 -0.07
F 1.035 2.005 -0.227 0.18 -0.17 -0.04
F 2.732 3.294 -1.221 0.01 0.01 0.00
C -5.528 -1.046 3.817 0.02 0.00 -0.02
C 0.342 -2.411 6.968 -0.01 -0.04 -0.03
H 2.872 -1.272 -4.236 0.03 0.00 0.02
H 2.911 -2.541 4.123 -0.01 0.00 0.00
C -3.302 5.067 -2.227 0.04 -0.06 -0.03
N 1.923 -1.503 1.944 -0.29 -0.01 -0.37
C 1.975 -2.455 -1.620 0.09 0.14 -0.23
Ce 0.435 -0.218 0.391 0.05 -0.35 0.08
N 2.769 0.652 1.041 -0.15 0.12 -0.14
C -1.441 -1.758 -1.372 0.01 0.20 0.07
O -0.625 -0.331 2.344 -0.08 -0.65 -0.10
C 0.653 3.323 -3.475 0.11 -0.12 -0.03
H 4.341 1.164 3.764 0.02 -0.02 0.00
B 2.444 2.061 -0.773 -0.01 0.08 0.11
H 0.216 3.908 -2.678 -0.01 0.01 0.01
C -3.204 4.068 -4.483 0.09 -0.08 0.19
C 4.548 0.968 2.710 0.06 -0.06 -0.06
H 4.757 1.901 2.199 -0.01 0.02 -0.01
H 3.427 3.158 -5.403 -0.01 0.01 -0.01
H -0.262 0.126 4.796 -0.01 -0.01 -0.01
H -2.628 0.694 3.534 0.00 -0.02 0.00
C 3.384 0.278 2.096 -0.07 -0.13 0.25
H 5.434 0.332 2.664 0.00 0.00 0.01
H -1.701 -3.251 -2.744 -0.05 0.01 0.00
H -5.771 -3.137 3.401 0.00 0.01 0.00
O 1.329 -2.651 2.339 0.07 -0.17 0.01
H 4.187 -1.844 -3.212 -0.01 0.01 -0.01
C -0.035 -3.487 6.174 0.01 -0.03 0.03
H 2.103 -3.748 -3.294 0.03 0.00 0.01
C -4.652 0.035 3.849 -0.01 -0.02 -0.01
C 0.004 2.212 -3.996 0.08 0.08 -0.14
C -2.898 -1.403 3.132 -0.02 0.14 -0.04
H -2.864 3.290 -5.155 -0.01 0.01 -0.01
N 2.016 -0.130 -1.537 0.11 0.25 0.32
C -3.321 -0.136 3.508 -0.05 -0.04 0.03
C -1.172 -0.734 -2.358 0.36 -0.33 -0.08
C 1.894 3.655 -3.996 -0.02 0.04 -0.02
H -5.023 6.909 -4.468 0.01 -0.01 0.01
H -4.236 5.134 -6.001 -0.01 0.00 0.02
C 2.457 2.889 -5.006 -0.04 -0.03 0.02
F 2.812 -3.899 0.996 -0.11 -0.03 0.02
H 3.876 -0.095 -3.369 0.00 0.02 0.00
C 1.783 1.787 -5.520 0.04 0.00 0.01
C -1.288 0.630 -2.015 -0.46 0.18 0.11
O -1.435 -1.474 -0.128 0.14 -0.09 -0.19
O 2.469 1.096 -1.892 0.11 0.20 -0.11
N -2.094 3.081 -2.508 -0.19 0.02 -0.12
B 1.470 -3.758 1.302 0.00 0.00 0.09
H -1.533 2.103 -0.799 0.04 0.01 0.00
H 4.409 -1.593 3.963 0.00 0.01 0.01
H -4.417 6.870 -2.067 0.00 -0.01 -0.02
S -1.629 1.792 -3.433 0.07 -0.27 -0.01
C -3.970 5.094 -4.954 -0.05 0.10 0.03
C -4.413 6.103 -4.082 0.00 0.01 0.03
F 0.832 -4.837 1.832 0.06 0.05 -0.06
H 0.700 -2.586 7.974 -0.01 0.01 -0.02
S -1.201 -1.748 2.776 -0.17 0.39 0.37
C -4.072 6.081 -2.721 -0.05 0.06 -0.09
O 0.722 -3.397 0.034 -0.01 -0.13 0.04
H 3.011 -0.898 4.785 0.01 0.00 0.00
C 2.825 -0.987 2.680 0.19 0.28 0.04
C 2.471 -1.144 -2.167 -0.07 -0.21 -0.08
H -5.008 1.011 4.152 0.00 -0.01 -0.01
H 3.434 -3.897 -2.144 -0.01 0.00 0.00
C -3.756 -2.490 3.075 -0.06 0.03 -0.01
N -0.543 -1.597 -4.701 -0.04 -0.06 0.04
N -1.300 1.109 -0.831 0.18 -0.06 0.02
C 3.418 -1.077 -3.308 0.00 -0.08 -0.02
H 0.041 -4.497 6.553 -0.01 0.02 0.00
C 2.356 -3.751 -2.231 0.03 0.03 -0.01
H -0.752 -4.109 4.241 0.02 0.03 0.01
H -6.564 -0.905 4.093 0.01 0.00 0.00
C -2.849 4.017 -3.092 0.07 0.06 -0.09
H -1.729 -3.724 -1.070 0.04 0.01 0.00
C -0.851 -1.179 -3.672 -0.09 0.21 0.18
O 3.276 1.719 0.380 0.01 0.07 -0.09
C -0.194 -0.880 5.189 -0.03 -0.01 0.14
C -0.492 -3.273 4.882 0.06 -0.07 0.01
```
Forces are in eV/Å.

Here are the Mulliken charges for atoms 1 to 2, given in e: 0.52, 0.78